No. 1
The following is a DFT calculation (wB97M-V/def2-TZVPD) of a molecular structure, C13H10N8O3.

Geometry (Å):
N -2.678 -2.126 3.098
O 3.573 -2.335 -3.922
O 1.875 -3.635 -3.451
C -2.177 -1.355 2.358
N 2.337 -0.140 -2.695
N 1.526 0.437 -1.959
N 0.770 -1.625 -2.122
N 1.281 2.284 2.521
O -2.580 1.027 -0.407
C 1.845 -1.459 -2.777
C -1.530 0.591 -1.222
C -0.361 -0.045 -0.785
C -2.678 0.452 0.850
C 2.546 1.856 2.792
C 0.442 1.492 1.842
C 2.843 0.521 2.491
C 1.953 -0.409 1.813
C 0.708 0.176 1.478
C -1.745 -0.463 1.348
N 0.584 -0.398 -1.674
N 2.464 -2.517 -3.435
N -3.765 0.580 1.475
C -1.755 1.097 -2.615
C -0.321 -0.535 0.727
H 3.289 2.500 3.159
H -0.563 1.876 1.719
H 3.904 0.248 2.592
H 2.296 -1.427 1.396
H -3.918 0.167 2.388
H -4.477 1.204 1.151
H -2.832 0.982 -2.862
H -1.281 0.447 -3.302
H -1.542 2.144 -2.791
H -0.037 -1.615 0.821

Forces on atoms 1 to 6 (eV/Å):
N 1.3 1.9 -1.5
O -1.1 0.3 0.4
O 0.9 2.7 0.2
C -1.0 -1.6 1.3
N 2.0 -3.0 -1.9
N -0.3 2.3 0.3

Calculated values
E = -31699.067 eV
Charge = 0
Relative energy (zero: lowest compared OMol25 entry of this formula, charge and spin) = 1.149 eV
HOMO = -8.698 eV
2S+1 = 1
Lowest unoccupied orbital energy = -1.26 eV
Strongest force on any atom = 7.56 eV/A

---

No. 2
The following is a DFT calculation (wB97M-V/def2-TZVPD) of C13H11F4NO3 in the gas phase.

Geometry (Å):
O 0.323 -0.092 2.558
C 0.586 0.522 1.561
O -0.222 1.375 0.942
C -1.538 1.547 1.472
H -1.981 2.328 0.854
H -1.477 1.863 2.518
C -2.378 0.264 1.368
N -2.291 -0.301 0.046
C -2.806 0.309 -1.046
O -3.392 1.368 -1.038
C -2.525 -0.587 -2.242
H -2.235 0.000 -3.111
C -1.432 -1.531 -1.742
H -1.483 -2.519 -2.196
H -0.449 -1.105 -1.951
C -1.669 -1.578 -0.230
H -0.746 -1.700 0.342
H -2.350 -2.395 0.042
H -3.444 -1.124 -2.485
H -3.416 0.533 1.590
H -2.031 -0.478 2.088
C 1.898 0.429 0.834
C 2.471 1.559 0.263
C 3.695 1.469 -0.372
C 4.367 0.251 -0.462
C 3.788 -0.887 0.093
C 2.560 -0.792 0.744
F 2.010 -1.901 1.237
F 4.408 -2.063 -0.003
F 5.545 0.166 -1.079
F 4.245 2.560 -0.910
H 1.967 2.510 0.315

Forces on atoms 1 to 6 (eV/Å):
O -0.1 0.0 0.1
C 0.5 -0.1 -0.1
O 0.1 0.1 -0.3
C -0.5 -0.1 0.3
H 0.1 -0.1 0.1
H 0.0 0.0 -0.1

Calculated values
E = -32162.156 eV
Charge = 0
SMILES string = O=C(OCCN1CCCC1=O)c1cc(F)c(F)c(F)c1F
Relative energy (zero: lowest compared OMol25 entry of this formula, charge and spin) = 0.721 eV
HOMO = -9.469 eV
2S+1 = 1
Lowest unoccupied orbital energy = 0.18 eV
Strongest force on any atom = 0.63 eV/A

---

No. 3
The following is a DFT calculation (wB97M-V/def2-TZVPD) of 2 unconnected molecules or ions with the total composition C13H11IO.

Geometry (Å):
C -1.971 2.171 -1.246
C -0.680 -2.644 2.269
C -1.095 2.552 -0.217
C -1.534 1.338 -2.236
C -0.645 -3.016 0.950
C 0.057 -1.543 2.727
C 0.198 2.002 -0.224
C -0.223 0.776 -2.192
C 0.113 -2.214 0.126
C 0.884 -0.749 1.950
C 0.622 1.139 -1.210
C 0.789 -1.137 0.609
C 1.958 0.534 -1.050
O 2.869 1.078 -0.282
I 2.799 -0.727 -2.558
H -2.990 2.623 -1.034
H -1.425 -3.162 2.985
H -1.397 2.997 0.638
H -2.183 1.082 -3.063
H -1.329 -3.861 0.446
H -0.162 -1.230 3.793
H 0.785 2.343 0.599
H 0.124 0.206 -3.087
H 0.366 -2.585 -0.860
H 1.397 0.038 2.363
H 2.675 1.990 -0.195

Forces on atoms 1 to 6 (eV/Å):
C -1.2 1.8 2.3
C -1.8 -0.6 1.8
C 2.1 -3.3 -3.0
C 0.8 -0.9 -0.6
C -1.9 -1.6 -1.2
C -1.0 0.2 2.4

Calculated values
E = -23802.621 eV
Charge = 0
Relative energy (zero: lowest compared OMol25 entry of this formula, charge and spin) = 0.000 eV
HOMO (spin up / spin down) = -8.143 / -7.200 eV
2S+1 = 1
Lowest unoccupied orbital energy (spin up / spin down) = -0.14 / 0.21 eV
Strongest force on any atom = 4.96 eV/A

---

No. 4
The following is a DFT calculation (wB97M-V/def2-TZVPD) of C13H11IO2 in the gas phase.

Geometry (Å):
C -2.318 -3.570 -1.015
C -1.098 -2.438 -0.850
I -0.651 -1.361 -2.711
C -1.448 -1.395 0.402
C -0.899 0.150 0.110
C -2.007 1.314 -0.353
C -1.486 2.883 -0.602
C 0.117 3.328 -0.426
C 1.159 2.139 0.011
C 0.683 0.559 0.281
C 1.882 -0.507 0.755
O 1.936 -1.785 0.358
C 3.050 0.178 1.736
C 3.480 1.614 1.496
C 2.779 2.479 0.249
O 3.470 3.338 -0.518
H -1.856 -4.446 -1.640
H -2.478 -3.995 0.083
H -3.301 -3.119 -1.468
H -0.128 -3.088 -0.608
H -2.636 -1.328 0.456
H -1.105 -1.801 1.450
H -3.156 1.040 -0.504
H -2.224 3.746 -0.940
H 0.469 4.449 -0.601
H 3.491 -0.469 2.630
H 4.275 2.085 2.219

Forces on atoms 1 to 6 (eV/Å):
C 1.3 0.3 0.6
C -0.1 -1.7 1.7
I -0.3 -0.7 0.7
C -0.6 1.0 -0.8
C 0.9 2.8 -0.2
C 4.2 1.6 0.5

Calculated values
E = -25841.013 eV
Charge = 0
SMILES string = C[C@@H](I)Cc1cccc2c1C(=O)C=CC2=O
Relative energy (zero: lowest compared OMol25 entry of this formula, charge and spin) = 13.500 eV
HOMO = -8.734 eV
2S+1 = 1
Lowest unoccupied orbital energy = -1.68 eV
Strongest force on any atom = 8.51 eV/A

---

No. 5
The following is a DFT calculation (wB97M-V/def2-TZVPD) of a molecular structure, C13H11N3O6RhS2Se.

Geometry (Å):
Rh -0.646 -1.071 1.390
O -2.442 0.427 2.127
S -3.035 -0.915 1.965
O -4.426 -1.038 2.266
O -2.143 -1.827 2.802
O -2.670 -1.342 0.550
C 1.176 -1.939 -4.992
C 0.854 -0.978 -3.879
C 1.623 0.170 -3.705
C 1.340 1.061 -2.682
C 0.281 0.804 -1.830
C -0.510 -0.323 -1.994
C -0.213 -1.210 -3.016
S -0.048 1.947 -0.507
O 1.019 2.925 -0.475
O -1.381 2.460 -0.646
N 0.131 0.937 0.764
C 0.210 1.341 2.049
C 0.179 2.661 2.538
C 0.265 2.839 3.896
C 0.353 1.736 4.755
C 0.354 0.474 4.203
N 0.322 0.289 2.888
H 2.251 -1.983 -5.166
H 0.704 -1.619 -5.924
H 0.815 -2.940 -4.760
H 2.460 0.357 -4.367
H 1.938 1.946 -2.505
H -1.354 -0.504 -1.341
H -0.819 -2.100 -3.137
H 0.065 3.480 1.845
H 0.245 3.835 4.320
H 0.413 1.868 5.825
H 0.396 -0.416 4.818
Se 0.932 -5.309 0.447
C 0.712 -3.606 0.680
N 0.646 -2.436 0.799

Forces on atoms 1 to 6 (eV/Å):
Rh -2.1 3.9 2.4
O 0.9 -0.3 -0.3
S -0.9 -0.7 0.1
O 0.3 0.1 -0.1
O 0.8 -0.5 -0.6
O 0.8 -0.3 -0.4

Calculated values
E = -120440.140 eV
Charge = -1
Relative energy (zero: lowest compared OMol25 entry of this formula, charge and spin) = 2.099 eV
HOMO (spin up / spin down) = -5.578 / -5.578 eV
2S+1 = 1
Lowest unoccupied orbital energy (spin up / spin down) = 0.95 / 0.95 eV
Strongest force on any atom = 5.11 eV/A

---

No. 6
The following is a DFT calculation (wB97M-V/def2-TZVPD) of a molecular structure, C13H11NO3S.

Geometry (Å):
O 3.841 -0.556 -2.239
O 0.386 -3.488 1.333
O 1.448 -1.590 2.553
C 3.051 -0.872 -1.354
C -3.122 3.124 -0.410
C -1.210 -1.392 -0.399
C -2.156 3.553 0.502
C -0.249 -0.951 0.534
C -3.131 1.765 -0.810
C -2.154 -0.473 -0.845
C -1.166 2.644 0.915
C -0.225 0.389 0.969
C -2.120 0.863 -0.405
C -1.135 1.321 0.480
N 2.193 -1.950 -1.371
C 3.428 -1.007 0.098
C 2.412 -2.162 0.088
S 0.975 -2.120 1.257
H -3.850 3.812 -0.786
H -1.237 -2.387 -0.791
H -2.137 4.563 0.932
H -3.893 1.379 -1.480
H -2.880 -0.869 -1.522
H -0.495 3.012 1.664
H 0.437 0.704 1.778
H 2.451 -2.720 -2.013
H 3.105 -0.183 0.735
H 4.458 -1.294 0.318
H 2.974 -3.118 0.269

Forces on atoms 1 to 6 (eV/Å):
O -2.1 0.7 0.6
O 1.0 2.6 -1.0
O -0.3 -0.2 -2.3
C 5.2 -1.2 -2.3
C 0.0 -2.2 -0.5
C -0.5 1.3 -0.3

Calculated values
E = -32125.226 eV
Charge = 0
Relative energy (zero: lowest compared OMol25 entry of this formula, charge and spin) = 0.459 eV
HOMO = -8.706 eV
2S+1 = 1
Lowest unoccupied orbital energy = -0.32 eV
Strongest force on any atom = 5.78 eV/A

---

No. 7
The following is a DFT calculation (wB97M-V/def2-TZVPD) of a molecular structure, C13H12BF4N3O12P2Zr.

Geometry (Å):
Zr -0.017 -1.689 0.079
C -4.890 -1.897 -0.374
C -3.850 -1.545 0.679
O -4.492 -1.416 1.932
P -2.929 -0.013 0.255
O -2.502 0.705 1.589
O -4.008 0.914 -0.414
O -1.738 -0.310 -0.601
P -2.497 -2.780 0.726
O -3.164 -4.086 1.288
O -1.444 -2.155 1.653
O -1.815 -2.945 -0.610
H -5.660 -1.128 -0.403
H -5.347 -2.849 -0.107
H -4.430 -1.988 -1.358
H -3.842 -1.174 2.607
H -1.520 0.702 1.672
H -3.716 1.812 -0.623
H -2.691 -4.896 1.045
O 1.336 -1.923 1.684
N 2.175 -1.876 0.695
C 3.442 -1.980 0.846
C 4.038 -2.142 2.145
N 4.513 -2.272 3.182
C 4.276 -1.892 -0.319
N 4.971 -1.826 -1.229
O 0.193 0.385 1.028
C 0.752 0.812 -0.040
O 0.895 -0.017 -0.991
C 1.222 2.195 -0.168
C 1.115 3.058 0.916
C 1.557 4.378 0.830
C 2.100 4.766 -0.370
O 2.592 5.986 -0.704
C 3.103 5.864 -2.037
O 2.775 4.558 -2.508
C 2.210 3.902 -1.452
C 1.783 2.607 -1.390
H 0.695 2.687 1.840
H 1.488 5.062 1.664
H 4.187 5.986 -2.019
H 2.628 6.611 -2.672
H 1.869 1.924 -2.223
F 0.197 -5.012 -1.844
B 0.962 -4.122 -1.189
F 0.681 -2.727 -1.697
F 2.297 -4.325 -1.206
F 0.499 -3.930 0.190

Forces on atoms 1 to 6 (eV/Å):
Zr 0.3 -0.2 -0.2
C 0.0 0.0 0.0
C 0.1 0.0 0.0
O 0.0 0.0 0.0
P 0.0 0.1 0.0
O 0.0 0.0 0.0

Calculated values
E = -74135.943 eV
Charge = 0
Relative energy (zero: lowest compared OMol25 entry of this formula, charge and spin) = 0.000 eV
HOMO = -9.025 eV
2S+1 = 1
Lowest unoccupied orbital energy = -0.58 eV
Strongest force on any atom = 0.72 eV/A

---

No. 8
The following is a DFT calculation (wB97M-V/def2-TZVPD) of a molecular structure, C13H12BrIrNO6.

Geometry (Å):
Ir 0.065 0.055 1.386
O -3.086 2.794 0.984
C -2.484 1.728 1.008
O -1.703 1.172 1.794
C -2.927 0.923 -0.352
C -2.861 -0.570 -0.018
C -3.507 -1.326 -1.191
C -2.407 -1.237 -2.284
C -1.334 -0.396 -1.585
O -1.441 -0.855 -0.201
C -1.865 1.042 -1.493
C -0.603 2.008 -1.094
O -0.850 3.081 -1.662
O 0.279 1.545 -0.384
H -3.905 1.292 -0.630
H -3.186 -0.856 0.975
H -4.458 -0.887 -1.488
H -3.696 -2.353 -0.886
H -2.746 -0.788 -3.215
H -1.990 -2.213 -2.512
H -0.321 -0.509 -1.946
H -2.283 1.427 -2.415
O 6.129 -1.062 1.390
C 4.866 -0.665 1.417
C 4.458 0.664 1.304
C 3.121 0.959 1.338
N 2.183 0.000 1.492
C 2.614 -1.265 1.586
Br 1.140 -2.437 1.730
C 3.906 -1.675 1.554
H 6.751 -0.326 1.303
H 5.179 1.464 1.197
H 2.768 1.978 1.259
H 4.199 -2.712 1.640

Forces on atoms 1 to 6 (eV/Å):
Ir 0.2 0.2 -0.1
O 0.0 0.1 0.2
C 0.2 -0.9 -0.5
O -0.4 0.6 0.2
C 0.3 0.5 0.2
C 0.1 -0.2 -0.3

Calculated values
E = -100310.171 eV
Charge = +2
HOMO (spin up / spin down) = -16.039 / -16.317 eV
2S+1 = 6
Lowest unoccupied orbital energy (spin up / spin down) = -6.09 / -10.90 eV
Strongest force on any atom = 1.10 eV/A